Entry 1:
This record from the OMol25 dataset describes C7H11BF9O4PS2Si in the gas phase. The level of theory is the ωB97M-V functional and the def2-TZVPD basis.

CARTESIAN COORDINATES (ANGSTROEM)
C: -2.049328 -0.318439 -4.387880
C: -2.566376 -0.686679 -3.121343
C: -2.993086 -1.271343 -1.642224
Si: -1.405704 -1.172393 -0.503276
C: -0.894185 0.671765 -0.292732
C: -0.343151 1.069086 1.199472
C: 0.841730 2.251105 1.175253
F: 0.382124 3.200166 0.092538
F: 0.748313 2.881444 2.545283
C: 2.278811 1.541245 0.866456
F: 2.477841 0.212566 1.519429
F: 2.299458 1.256358 -0.617411
S: 3.800472 2.557209 1.225313
F: 4.704299 1.059426 1.226359
F: 4.154555 2.649970 -0.481976
F: 3.003315 4.063668 1.088903
F: 3.628364 2.467614 2.927158
F: 5.267777 3.423019 1.481786
B: -0.006959 -2.183116 -1.434490
O: 1.315696 -1.540252 -1.744610
O: -0.327962 -3.591709 -1.846959
P: -1.919996 -2.219402 1.356189
O: -3.496649 -2.999358 1.114399
O: -2.102485 -1.201416 2.756898
S: -0.612587 -3.660986 1.592554
H: -2.012370 -0.044636 -5.547217
H: -3.290519 -2.410564 -1.677919
H: -3.890297 -0.690514 -1.158333
H: -1.883271 1.315459 -0.473611
H: -0.176905 0.937817 -1.178081
H: -1.259192 1.592613 1.758854
H: -0.053515 0.150319 1.871218
H: 1.440711 -1.668751 -2.749380
H: 0.260460 -4.220129 -1.305422
H: -4.138153 -2.206942 1.171494
H: -1.181233 -1.214218 3.193310

Cartesian forces (eV/Å) of the 6 atoms listed first:
-4.4 -2.6 8.1
3.0 1.7 -7.8
-0.1 0.1 -1.2
-0.8 2.2 -1.5
-0.7 1.5 0.1
-0.7 1.1 0.3

The HOMO energy comes out at -9.38 eV. The SMILES is C#CC[Si@](CCC(F)(F)C(F)(F)S(F)(F)(F)(F)F)(B(O)O)P(O)(O)=S. The calculation puts the total energy at -2924.88819 a.u. The LUMO energy is -2.3 eV. For the strongest force on any atom, the calculation gives 9.594 eV Å⁻¹.

Entry 2:
This record from the OMol25 dataset describes C7H11BrF3NO3 as an isolated structure. The level of theory is the ωB97M-V functional and the def2-TZVPD basis.

CARTESIAN COORDINATES (ANGSTROEM)
C: -0.175157 1.243187 0.160563
C: 0.826198 -1.976416 -0.954884
C: -0.599743 -1.226658 -0.870816
C: 0.778279 3.766906 -0.051843
C: -0.490368 -0.280549 0.328761
C: 0.438510 2.683480 -0.954406
C: -0.730473 2.922166 -1.877508
N: -1.218465 -0.742806 1.473719
O: -0.678451 1.999327 1.254629
O: 0.767765 0.384360 0.502743
O: 1.524068 2.257222 -1.736172
F: -0.479845 3.559667 -2.998619
F: -1.300268 1.776191 -2.304687
F: -1.718503 3.588425 -1.216867
Br: 1.156706 5.384482 -1.013166
H: 0.889313 -2.460918 0.005965
H: 0.792589 -2.635569 -1.751124
H: 1.532808 -1.144567 -1.089284
H: -1.401010 -1.922727 -0.695925
H: -0.865591 -0.644669 -1.856391
H: 1.686333 3.696889 0.571003
H: 0.019786 4.095874 0.614508
H: -1.708074 1.938866 1.451346
H: -1.177384 -0.103951 2.330970
H: -0.825509 -1.618720 1.661969
H: 1.787797 1.319303 -1.388502

Cartesian forces (eV/Å) of the 6 atoms listed first:
-2.3 2.5 0.3
-2.4 2.9 1.0
1.6 1.0 -1.4
1.2 1.8 1.5
-1.4 1.9 -1.8
-0.5 -4.4 0.2

The HOMO energy comes out at -9.80 eV. The calculation puts the total energy at -3427.31169 a.u. The energy above the lowest of the compared OMol25 structures with the same formula, charge and spin comes out at 169.43 kJ/mol. The LUMO energy is 0.4 eV. For the strongest force on any atom, the calculation gives 4.389 eV Å⁻¹.

Entry 3:
This record from the OMol25 dataset describes an isolated ion of composition C7H11ClN3O2 and charge +1. The level of theory is the ωB97M-V functional and the def2-TZVPD basis.

CARTESIAN COORDINATES (ANGSTROEM)
C: -1.606753 -2.176782 1.090486
C: -1.396781 2.566080 -0.911107
C: -1.259022 -0.072804 -0.290027
C: -1.226633 -1.539781 0.006920
C: -0.112530 0.714897 -0.671127
C: 3.073135 -0.607597 0.890638
C: 1.608401 -0.034320 0.734576
N: -0.151286 1.954489 -1.014683
N: -2.464463 0.475396 -0.396077
N: 1.231740 0.081192 -0.704837
O: -3.495394 -0.071050 -0.122951
O: -2.544435 1.769970 -0.797718
Cl: -0.667882 -2.294971 -1.517420
H: -1.436203 -3.330264 1.053648
H: -2.296917 -1.940896 1.842105
H: -1.421614 3.270214 -0.161029
H: -1.467485 3.058484 -1.949245
H: 2.966502 -1.531624 1.321069
H: 3.568277 -0.652336 -0.100889
H: 3.603292 0.052339 1.625409
H: 1.462067 0.981869 1.095261
H: 0.922695 -0.641698 1.338418
H: 1.303223 -0.828952 -1.287605
H: 1.808077 0.798142 -1.073826

Cartesian forces (eV/Å) of the 6 atoms listed first:
0.7 -4.3 -1.7
0.3 0.9 -4.1
0.0 -1.1 0.6
0.3 1.7 -1.0
-0.9 1.6 -1.6
-0.8 3.4 -0.6

The HOMO energy (alpha / beta) comes out at -12.81 / -12.81 eV. The net charge is +1. The SMILES is C=C(Cl)C1=[N+]([O-])OCN=C1[NH2+]CC. The calculation puts the total energy at -1047.81748 a.u. The energy above the lowest of the compared OMol25 structures with the same formula, charge and spin comes out at 530.21 kJ/mol. The LUMO energy (alpha / beta) is -4.4 / -4.4 eV. For the strongest force on any atom, the calculation gives 4.719 eV Å⁻¹.

Entry 4:
This record from the OMol25 dataset describes C7H11ClSi in the gas phase. The level of theory is the ωB97M-V functional and the def2-TZVPD basis.

CARTESIAN COORDINATES (ANGSTROEM)
C: 1.079611 -1.996160 -0.525422
C: -0.146927 -1.652719 -0.954909
C: 1.941161 -1.184682 0.285144
C: -0.820982 -0.267717 -0.908575
C: 1.776552 0.144608 0.397774
C: -0.224646 2.314096 0.847654
C: -2.014239 -0.454102 0.096314
Si: 0.416752 1.140042 -0.493682
Cl: 2.865521 1.112279 1.350071
H: 1.471323 -3.063642 -0.601370
H: -0.824095 -2.500107 -1.361598
H: 2.630019 -1.659003 0.799728
H: -1.392220 -0.001932 -1.930248
H: -0.294155 1.895074 1.890893
H: 0.461012 3.038409 1.011075
H: -1.218262 2.837131 0.514766
H: -1.627215 -1.170677 0.834832
H: -2.331331 0.423613 0.745459
H: -2.771250 -0.882833 -0.487607
H: 1.023372 1.928322 -1.510298

Cartesian forces (eV/Å) of the 6 atoms listed first:
-0.7 -1.8 -0.1
-1.0 -1.0 -1.5
-2.8 3.8 -1.9
-1.0 0.6 -1.4
-0.2 -0.1 -0.8
-3.5 -1.6 -0.3

The HOMO energy comes out at -8.39 eV. The SMILES is C[C@@H]1C=CC=C(Cl)[Si@@H]1C. The calculation puts the total energy at -1022.94185 a.u. The energy above the lowest of the compared OMol25 structures with the same formula, charge and spin comes out at 73.26 kJ/mol. The LUMO energy is 0.4 eV. For the strongest force on any atom, the calculation gives 5.092 eV Å⁻¹.

Entry 5:
This record from the OMol25 dataset describes C7H11F in the gas phase. The level of theory is the ωB97M-V functional and the def2-TZVPD basis.

CARTESIAN COORDINATES (ANGSTROEM)
C: 2.759444 0.949687 -0.388573
C: 1.371506 0.606951 0.202520
C: 1.159468 0.648736 1.541141
C: 0.225953 0.379021 -0.799747
C: -0.777987 -0.727926 -0.342990
C: -0.245098 -2.107623 -0.192747
C: -1.957190 -0.413569 0.130925
H: 3.525018 0.507354 0.241385
H: 2.798281 2.055160 -0.410358
H: 2.928974 0.632138 -1.426344
H: 0.149021 0.548073 1.950795
H: 1.995869 0.743627 2.199625
H: 0.505915 0.222617 -1.823857
H: -0.365131 1.299742 -0.826242
H: 0.373577 -2.399357 -1.008614
H: -1.034749 -2.806398 -0.174248
H: 0.300513 -2.223780 0.766974
H: -2.624145 -1.154120 0.576741
F: -2.641080 0.729253 -0.107670

Cartesian forces (eV/Å) of the 6 atoms listed first:
-1.1 0.2 0.1
0.1 -0.1 0.2
-0.4 -0.4 -2.0
-1.6 0.0 1.2
2.1 1.6 -0.1
0.3 0.3 1.4

The HOMO energy comes out at -9.18 eV. The SMILES is C=C(C)C/C(C)=C\F. The calculation puts the total energy at -373.12521 a.u. The energy above the lowest of the compared OMol25 structures with the same formula, charge and spin comes out at 110.81 kJ/mol. The LUMO energy is 1.0 eV. For the strongest force on any atom, the calculation gives 2.682 eV Å⁻¹.

Entry 6:
This record from the OMol25 dataset describes C7H11FN2 in the gas phase. The level of theory is the ωB97M-V functional and the def2-TZVPD basis.

CARTESIAN COORDINATES (ANGSTROEM)
C: 1.853122 1.483617 -1.238632
C: 2.323745 0.635312 -0.339751
C: 0.437007 1.455673 -1.481824
C: 1.485794 -0.232479 0.559350
C: 0.020289 0.233603 0.528194
C: -1.157301 -1.539773 -0.384071
C: -2.286505 -0.337452 1.324218
N: -0.407151 0.861539 -0.755041
N: -0.957003 -0.731523 0.882475
F: 0.009446 1.250208 1.423155
H: 2.644190 1.971984 -1.856946
H: 3.369645 0.582190 -0.403004
H: 0.163005 1.869378 -2.379496
H: 1.484849 -1.271113 0.320723
H: 1.960266 -0.183919 1.536520
H: -0.150599 -1.669946 -0.903455
H: -1.280220 -2.645134 -0.123160
H: -1.797647 -1.142916 -1.119896
H: -2.648171 -1.103858 2.141798
H: -2.098483 0.752734 1.715521
H: -2.968278 -0.238123 0.553325

Cartesian forces (eV/Å) of the 6 atoms listed first:
1.4 -0.1 -0.1
-0.5 -0.5 -0.2
0.8 -0.6 1.4
-0.1 0.5 -0.6
0.4 1.4 -0.8
3.7 -3.0 1.5

The HOMO energy comes out at -8.88 eV. The SMILES is CN(C)[C@@]1(F)CC=CC=N1. The calculation puts the total energy at -482.61108 a.u. The energy above the lowest of the compared OMol25 structures with the same formula, charge and spin comes out at 79.68 kJ/mol. The LUMO energy is 0.5 eV. For the strongest force on any atom, the calculation gives 5.011 eV Å⁻¹.